(1)
The following is a quantum chemistry calculation of C5H29LiN6O12 as an isolated structure in a non-equilibrium geometry, from the Open Molecules 2025 dataset.

## Properties
- HOMO-LUMO gap (eV) = 5.3296
- energy above the lowest of the compared OMol25 structures with the same formula, charge and spin (kJ/mol) = 0.0
- energy (hartree) = -1446.85053
- 2S+1 = 1

Geometry as XYZ:
```
53
C5H29LiN6O12, DFT ωB97M-V with the def2-TZVPD basis set
Li -2.407 -0.272 -4.051
C -0.377 0.266 0.844
C -0.907 -0.082 -0.520
O -2.050 0.407 -0.828
O -0.388 -0.893 -1.287
H 0.230 1.166 0.752
H 0.197 -0.551 1.283
H -1.266 0.344 1.469
C -1.251 -7.142 -1.522
O -0.483 -6.775 -0.628
N -1.469 -8.355 -1.905
N -1.999 -6.275 -2.256
H -2.307 -8.586 -2.420
H -1.118 -9.170 -1.423
H -1.883 -5.312 -1.975
H -2.451 -6.666 -3.070
C 1.427 4.446 4.608
O 2.582 4.284 4.345
N 0.980 5.613 4.882
N 0.597 3.535 4.878
H 1.556 6.421 4.697
H -0.019 5.560 5.021
H 0.866 2.561 4.889
H -0.295 3.669 5.332
C 2.648 4.045 -4.029
O 3.666 4.055 -4.661
N 2.614 3.983 -2.715
N 1.473 4.228 -4.519
H 3.459 4.054 -2.166
H 1.728 3.939 -2.232
H 0.613 3.982 -4.050
H 1.477 4.329 -5.524
O 4.538 1.669 1.893
H 5.473 1.847 1.997
H 4.108 2.307 2.461
O -0.841 -3.870 2.834
H -1.502 -3.397 2.328
H -0.613 -4.622 2.288
O -2.236 4.171 -2.261
H -2.622 3.441 -1.777
H -2.984 4.624 -2.649
O -4.230 -2.908 0.657
H -4.182 -2.145 0.081
H -4.746 -3.548 0.165
O -4.169 2.078 3.965
H -4.294 1.759 3.072
H -3.514 1.490 4.341
O 2.521 -3.386 -3.495
H 1.625 -3.076 -3.362
H 2.773 -3.033 -4.348
O 3.330 -1.750 0.232
H 3.624 -0.902 0.564
H 2.498 -1.562 -0.203
```



(2)
The following is a quantum chemistry calculation of a 10-piece molecular cluster, C5H29NO10 overall in a non-equilibrium geometry, from the Open Molecules 2025 dataset.

## Properties
- structure (SMILES) = C[C@@H](N)CCC=O.O.O.O.O.O.O.O.O.O
- HOMO-LUMO gap (eV) = 9.2135
- energy above the lowest of the compared OMol25 structures with the same formula, charge and spin (kJ/mol) = 312.0
- energy (hartree) = -1015.03117
- 2S+1 = 1

Geometry as XYZ:
```
45
C5H29NO10, DFT ωB97M-V with the def2-TZVPD basis set
C 0.479 -1.438 1.380
C 0.196 -0.440 0.279
C 1.431 0.416 -0.036
C 1.414 1.015 -1.441
C 1.055 0.086 -2.583
O 0.890 0.537 -3.690
N -0.903 0.496 0.599
H -0.388 -2.019 1.719
H 0.852 -0.964 2.275
H 1.114 -2.260 1.046
H -0.222 -0.974 -0.575
H 1.575 1.269 0.630
H 2.275 -0.252 0.111
H 0.686 1.820 -1.533
H 2.370 1.439 -1.702
H 0.905 -0.990 -2.420
H -0.649 1.408 0.956
H -1.716 0.174 1.114
H -2.269 0.565 -0.912
H -3.573 0.362 -1.667
O -2.639 0.143 -1.715
H -2.718 -2.724 -1.890
H -3.492 -2.176 -0.703
O -3.305 -2.995 -1.168
H 4.376 0.380 2.391
H 3.216 -0.567 2.067
O 4.086 -0.292 1.769
H 0.110 3.877 2.450
H 1.467 3.288 2.130
O 0.578 3.034 2.401
H 1.407 1.490 4.098
H 1.305 0.454 2.901
O 1.790 0.721 3.677
H -2.094 2.913 0.247
H -1.080 3.867 -0.367
O -1.856 3.845 0.199
H -1.355 -1.540 -3.998
H -1.802 -1.220 -2.614
O -1.339 -1.923 -3.113
H -3.556 0.354 2.720
H -4.494 -0.139 1.651
O -3.559 -0.008 1.840
H 2.382 -4.117 -0.099
H 3.756 -3.265 0.150
O 2.901 -3.331 -0.268
```